This record from the Open Molecules 2025 dataset describes a molecular structure, C20H31Br15ClN4O at a distorted geometry. The level of theory is wB97M-V/def2-TZVPD.

E_HOMO ... -11.672 eV
Orbital gap ... 6.809 eV
LUMO ... -4.863 eV
Electronic energy ... -1092387.481 eV
Total charge ... +1
Multiplicity ... 1

Cartesian coordinates (Å):
C -3.721 -1.735 -1.776
C -4.524 -0.694 -0.748
O -4.473 -0.992 0.558
N -5.289 0.504 -1.293
C -4.316 1.437 -2.044
C -3.097 1.938 -1.028
C -3.728 2.490 0.419
C -2.591 3.262 1.328
C -1.545 2.265 2.102
C -1.897 0.875 2.884
N -1.055 -0.102 3.606
N 0.270 0.169 3.707
C 0.823 1.410 3.101
C 2.462 1.640 3.350
C 3.343 1.582 1.970
C 3.297 0.150 1.172
Cl 5.142 1.825 2.496
C 0.097 2.583 2.234
C 0.802 3.926 1.594
C 0.939 3.647 -0.042
N 0.512 2.257 -0.459
H -3.073 -1.057 -2.496
H -3.020 -2.446 -1.130
H -4.536 -2.376 -2.353
H -5.979 0.169 -2.011
H -3.881 0.920 -3.025
H -4.981 2.335 -2.439
H -2.533 2.826 -1.587
H -2.285 1.095 -0.864
H -4.208 1.606 1.035
H -4.525 3.326 0.123
H -3.082 4.076 2.050
H -1.940 3.906 0.562
H -3.060 0.596 2.867
H 0.888 -0.504 4.250
H 2.531 2.684 3.910
H 2.864 0.831 4.110
H 3.126 2.436 1.200
H 4.270 0.112 0.487
H 2.367 0.191 0.444
H 3.334 -0.800 1.854
H 0.002 4.796 1.694
H 1.830 4.208 2.099
H 2.085 3.766 -0.288
H 0.297 4.412 -0.685
H -0.304 2.284 -1.140
H 1.299 1.847 -1.046
C 0.759 -3.168 1.704
Br 2.671 -3.368 1.405
Br 0.346 -1.536 2.680
Br -0.250 -3.294 0.045
H 0.444 -4.006 2.334
C -1.235 -4.135 -3.972
Br -2.644 -4.563 -2.700
Br -1.545 -4.966 -5.703
Br -0.959 -2.216 -4.129
H -0.306 -4.560 -3.575
C 1.833 -7.391 0.156
Br 0.038 -6.758 -0.243
Br 1.809 -8.956 1.312
Br 2.867 -7.703 -1.462
H 2.338 -6.593 0.709
C 0.362 6.893 -2.943
Br -0.134 7.384 -1.127
Br 2.213 6.303 -3.053
Br -0.861 5.583 -3.698
H 0.278 7.798 -3.553
C 6.699 -6.014 -1.027
Br 7.410 -7.116 0.410
Br 6.131 -7.085 -2.548
Br 5.283 -4.835 -0.402
H 7.517 -5.374 -1.374

Here are the Mulliken charges for atoms 1 to 2, given in e: -0.170 0.172